(1)
{"formula": "C5H12N", "method": "ωB97M-V/def2-TZVPD", "smiles": "C/C=C/CC[NH3+]", "total_charge": 1, "spin_multiplicity": 1, "energy_ha": -252.1756, "elements": ["C", "C", "C", "C", "C", "N", "H", "H", "H", "H", "H", "H", "H", "H", "H", "H", "H", "H"], "positions_angstrom": [[-2.35092, 1.19983, -0.48006], [-1.06345, 0.57377, -0.89809], [0.13699, 0.94022, -0.43284], [1.39606, 0.11758, -0.52258], [1.21987, -1.26814, 0.05832], [0.84783, -1.12272, 1.50538], [-2.08527, 2.09638, 0.09288], [-2.88430, 0.58108, 0.24577], [-3.09487, 1.53612, -1.20089], [-1.10651, -0.45511, -1.26779], [0.26568, 2.02070, -0.35698], [1.64339, -0.02917, -1.58380], [2.30015, 0.68065, -0.27932], [2.08786, -1.87907, -0.05320], [0.44069, -1.81057, -0.46060], [1.46427, -0.45194, 1.97332], [0.87761, -1.99156, 2.04065], [-0.09506, -0.73803, 1.61984]]}

---

(2)
{"formula": "C5H12N", "method": "ωB97M-V/def2-TZVPD", "total_charge": 1, "spin_multiplicity": 1, "energy_ha": -252.1548, "elements": ["C", "C", "H", "H", "H", "H", "H", "H", "C", "C", "C", "N", "H", "H", "H", "H", "H", "H"], "positions_angstrom": [[-1.30647, 1.60168, 1.84678], [-0.38682, 0.39254, 1.78544], [-2.27733, 1.32250, 2.24258], [-1.41095, 2.10606, 0.88742], [-0.90641, 2.35801, 2.51976], [-0.79244, -0.42966, 1.19304], [0.63151, 0.63754, 1.47574], [-0.24922, -0.05866, 2.76816], [1.36920, -0.85740, -1.20514], [1.98486, -2.00508, -1.40732], [-0.68188, 0.37091, -1.53689], [0.06546, -0.64087, -1.74443], [1.74495, -0.02271, -0.64144], [1.55605, -2.81124, -1.97908], [2.96859, -2.14151, -0.98734], [-1.64139, 0.41533, -2.02232], [-0.35680, 1.14829, -0.86371], [-0.31090, -1.38574, -2.33124]]}

---

(3)
{"formula": "C5H12N", "method": "ωB97M-V/def2-TZVPD", "total_charge": 1, "spin_multiplicity": 1, "energy_ha": -251.9736, "elements": ["C", "C", "C", "C", "C", "N", "H", "H", "H", "H", "H", "H", "H", "H", "H", "H", "H", "H"], "positions_angstrom": [[-2.15435, 0.14560, 0.72315], [-2.08553, 0.62460, -0.67653], [-1.09104, -0.33074, -1.51772], [0.19251, 0.39185, -1.19233], [0.66743, 0.17397, 0.05168], [4.24980, -1.26258, 1.59991], [-1.05986, 0.28690, 0.96292], [-2.90198, 0.69199, 1.29067], [-2.47536, -0.90900, 0.65039], [-3.03970, 0.90400, -1.12188], [-1.57113, 1.56388, -0.63793], [-1.20097, -1.27729, -0.99842], [-1.25378, -0.37998, -2.58137], [0.43448, 1.23224, -1.86548], [0.80274, 1.01998, 0.72506], [3.71339, -1.12702, 0.73065], [3.66939, -0.96284, 2.30153], [5.10396, -0.78557, 1.55570]]}

---

(4)
{"formula": "C5H12N", "method": "ωB97M-V/def2-TZVPD", "smiles": "C=CC[C@@H](C)[NH3+]", "total_charge": 1, "spin_multiplicity": 1, "energy_ha": -252.1091, "elements": ["C", "C", "C", "C", "C", "N", "H", "H", "H", "H", "H", "H", "H", "H", "H", "H", "H", "H"], "positions_angstrom": [[-2.56166, -1.01153, 0.63769], [-1.50909, -0.66465, -0.13483], [-0.47837, 0.05630, 0.53976], [0.67161, 0.26053, -0.46040], [1.10583, 1.71367, -0.43042], [1.71938, -0.85612, -0.01293], [-3.33641, -1.52555, 0.17371], [-2.87740, -0.62828, 1.58804], [-1.39419, -1.19069, -1.15518], [-0.95998, 1.02866, 0.94064], [-0.13686, -0.21510, 1.45408], [0.53772, -0.00252, -1.59269], [1.84455, 2.22997, 0.13061], [1.41053, 1.93802, -1.49202], [0.18374, 2.32016, -0.24801], [1.31155, -1.76708, 0.46609], [2.40782, -0.40863, 0.52417], [2.06124, -1.27717, -0.92832]]}

---

(5)
{"formula": "C5H12N2", "method": "ωB97M-V/def2-TZVPD", "s_squared": 0.751, "total_charge": -1, "spin_multiplicity": 2, "energy_ha": -306.9946, "elements": ["C", "C", "C", "C", "C", "N", "N", "H", "H", "H", "H", "H", "H", "H", "H", "H", "H", "H", "H"], "positions_angstrom": [[-0.00214, 1.34921, -1.09221], [-0.79770, 0.00908, -0.91665], [-0.71768, -0.67500, 0.44007], [-1.81036, -0.71991, 1.21544], [1.76960, -1.18429, 0.22267], [0.40625, -1.42838, 0.81107], [-0.30102, 2.25398, 0.19369], [0.99196, 1.10492, -1.51875], [-0.55400, 1.73242, -1.94589], [-1.85694, 0.20607, -1.07324], [-0.45872, -0.61043, -1.76057], [-2.51458, 0.07984, 1.18530], [-1.79908, -1.55815, 1.92061], [1.95735, -0.87186, -0.83732], [2.36579, -2.06497, 0.32305], [2.26656, -0.35208, 0.85141], [0.36713, -1.74638, 1.80335], [0.47876, 1.33444, 0.08691], [0.20881, 3.14150, 0.09106]]}

---

(6)
{"formula": "C5H12N2", "method": "ωB97M-V/def2-TZVPD", "smiles": "CCCC/N=C\\N", "spin_multiplicity": 1, "energy_ha": -307.1769, "elements": ["C", "C", "C", "C", "N", "C", "N", "H", "H", "H", "H", "H", "H", "H", "H", "H", "H", "H", "H"], "positions_angstrom": [[1.14944, -1.93286, 0.78237], [1.68325, -0.51762, 1.09290], [0.97039, 0.57103, 0.28465], [-0.55036, 0.63959, 0.42901], [-1.03203, 1.79645, -0.31483], [-1.82854, 1.64599, -1.30593], [-1.91854, 0.50152, -2.04642], [1.42805, -2.32461, -0.19794], [0.09929, -2.01916, 1.00418], [1.71704, -2.62129, 1.43354], [2.77411, -0.52482, 1.06431], [1.41368, -0.37682, 2.15285], [1.27978, 1.55649, 0.61303], [1.17655, 0.52838, -0.79014], [-1.05025, -0.33814, 0.33882], [-0.81467, 0.92290, 1.46738], [-2.71610, 2.26854, -1.46335], [-1.28322, -0.19711, -1.68929], [-2.49788, 0.42153, -2.85514]]}

---

(7)
{"formula": "C5H12N2", "method": "ωB97M-V/def2-TZVPD", "smiles": "C/N=C\\N.C=CC", "spin_multiplicity": 1, "energy_ha": -307.1539, "elements": ["C", "N", "C", "N", "H", "H", "H", "H", "H", "H", "C", "C", "C", "H", "H", "H", "H", "H", "H"], "positions_angstrom": [[0.78082, 0.09768, 0.65577], [1.50888, 0.85753, -0.34449], [2.71424, 1.13213, -0.14546], [3.48977, 0.67566, 0.96631], [0.63785, -0.94377, 0.38528], [-0.20033, 0.52797, 0.82485], [1.28991, 0.26005, 1.61130], [3.29950, 1.75791, -0.82358], [4.09767, -0.09536, 0.69795], [4.12047, 1.41633, 1.25751], [-2.32553, -0.46299, -1.94363], [-2.29215, -1.11846, -0.78862], [-2.49766, -0.50067, 0.56336], [-2.23101, -1.02739, -2.86145], [-2.39853, 0.61594, -1.99485], [-2.25069, -2.20489, -0.81412], [-1.84739, -0.86816, 1.35772], [-2.38800, 0.58066, 0.45963], [-3.50781, -0.70017, 0.93652]]}

---

(8)
{"formula": "C5H12N2", "method": "ωB97M-V/def2-TZVPD", "smiles": "CCCC/N=C\\N", "spin_multiplicity": 1, "energy_ha": -307.1456, "elements": ["C", "C", "C", "C", "N", "C", "N", "H", "H", "H", "H", "H", "H", "H", "H", "H", "H", "H", "H"], "positions_angstrom": [[-1.46960, -2.06952, -1.35224], [-0.99132, -0.63114, -1.06160], [-0.27351, -0.35864, 0.30739], [1.19360, 0.04463, -0.12196], [2.11817, 0.64875, 0.87537], [1.61399, 1.41238, 1.74704], [0.82051, 2.56366, 1.36734], [-0.58279, -2.59708, -1.73209], [-2.11872, -1.96045, -2.23330], [-2.04918, -2.68048, -0.65154], [-1.91426, 0.01264, -1.13405], [-0.31166, -0.23610, -1.81656], [-0.78091, 0.48452, 0.76505], [-0.27201, -1.28809, 0.86163], [1.68307, -0.84081, -0.49530], [1.12516, 0.85303, -0.87472], [1.81393, 1.40809, 2.81698], [0.17528, 2.32017, 0.62340], [0.22022, 2.91445, 2.10916]]}

---

(9)
{"formula": "C5H12N2", "method": "ωB97M-V/def2-TZVPD", "smiles": "CCCC/N=C\\N", "spin_multiplicity": 1, "energy_ha": -307.1352, "elements": ["C", "C", "C", "C", "N", "C", "N", "H", "H", "H", "H", "H", "H", "H", "H", "H", "H", "H", "H"], "positions_angstrom": [[1.32352, 1.58872, -1.33520], [-0.02798, 1.90207, -0.80740], [-0.66419, 0.57326, -0.06037], [0.07291, 0.04559, 1.17666], [-0.82236, -1.00008, 1.77033], [-1.03555, -2.17983, 1.09763], [-0.11554, -2.82270, 0.28018], [1.89647, 1.12529, -0.43689], [1.80155, 2.56403, -1.65772], [1.29193, 0.84405, -2.05353], [-0.72725, 2.05948, -1.73928], [0.04879, 2.72385, 0.02381], [-1.74246, 0.90649, 0.14269], [-0.64678, -0.39109, -0.61174], [1.09503, -0.25242, 1.13683], [-0.00917, 0.88296, 1.95528], [-1.76070, -2.86484, 1.57452], [0.59077, -2.14939, -0.09568], [-0.56899, -3.55545, -0.36010]]}

---

(10)
{"formula": "C5H12N2", "method": "ωB97M-V/def2-TZVPD", "spin_multiplicity": 1, "energy_ha": -307.0770, "elements": ["N", "C", "C", "C", "C", "C", "N", "H", "H", "H", "H", "H", "H", "H", "H", "H", "H", "H", "H"], "positions_angstrom": [[-0.88039, 0.58666, -1.13992], [-1.77402, -0.43600, -0.60058], [-1.56643, -0.35849, 0.95319], [-0.23268, 0.41553, 1.10132], [0.33678, 0.75110, -0.27765], [1.39540, -0.28350, -0.75690], [2.48465, -0.39903, 0.22748], [-0.52865, 0.26817, -2.03514], [-2.78978, -0.19861, -0.88689], [-1.56177, -1.44747, -0.96317], [-1.38854, -1.45516, 1.12162], [-2.28476, -0.04003, 1.69001], [-0.53341, 1.36484, 1.55979], [0.42911, -0.07790, 1.82109], [0.71217, 1.76216, -0.33662], [0.93448, -1.27251, -0.90498], [1.78758, 0.18573, -1.66250], [2.07343, 0.80400, 1.27445], [3.38681, -0.16949, -0.18459]]}